# 1
Molecular formula: C38H28F2N4O2Sr
Method: DFT, ωB97M-V/def2-TZVPD

```
! wB97M-V def2-TZVPD RIJCOSX def2/J DEFGRID3
* xyz -2 1
Sr 11.906 11.013 11.338
O 12.560 8.709 12.488
C 13.026 8.555 13.664
C 14.419 8.420 13.847
C 14.963 8.274 15.108
C 14.188 8.465 16.305
C 12.833 8.692 16.159
C 12.253 8.752 14.836
C 10.904 9.301 14.714
N 10.388 9.743 13.620
C 9.037 10.250 13.783
C 8.260 10.636 12.487
N 8.996 11.710 11.887
C 8.359 12.821 11.967
C 8.848 14.144 11.536
C 7.942 15.185 11.592
C 8.223 16.383 11.048
C 9.598 16.667 10.601
C 10.549 15.673 10.739
C 10.227 14.391 11.178
O 11.125 13.442 11.273
H 15.029 8.479 12.957
H 16.068 8.254 15.032
H 14.627 8.516 17.259
H 12.269 9.006 17.022
H 10.405 9.321 15.658
H 9.084 11.082 14.434
H 8.473 9.488 14.301
H 7.102 10.809 12.657
H 8.287 9.766 11.847
H 7.342 12.894 12.422
H 6.923 14.957 11.949
H 7.508 17.261 11.164
H 9.912 17.589 10.254
H 11.545 15.968 10.508
F 8.697 5.850 9.971
C 9.304 6.985 9.435
C 10.041 7.811 10.258
C 10.536 9.028 9.837
C 10.358 9.361 8.460
C 9.623 8.488 7.634
F 9.427 8.652 6.215
C 9.046 7.314 8.057
C 10.896 10.598 7.893
C 10.943 10.835 6.498
C 11.516 12.072 6.145
C 12.059 12.983 7.011
C 11.853 12.626 8.335
N 11.327 11.469 8.787
H 10.219 7.516 11.284
H 8.414 6.697 7.424
H 10.687 10.120 5.752
H 11.765 12.247 5.105
H 12.503 13.935 6.751
H 12.262 13.315 9.131
C 13.969 13.761 15.224
C 15.203 14.145 14.702
C 15.598 13.548 13.508
C 14.836 12.586 12.832
N 13.565 12.282 13.309
C 13.195 12.868 14.441
C 15.406 11.988 11.592
C 16.786 11.662 11.472
C 17.248 11.183 10.249
C 16.259 10.947 9.271
C 14.935 11.065 9.491
C 14.430 11.748 10.604
H 13.692 14.085 16.190
H 15.885 14.875 15.170
H 16.594 13.772 13.078
H 12.264 12.519 14.841
H 17.448 11.821 12.337
H 18.219 10.943 9.901
H 16.670 10.494 8.386
H 14.269 10.689 8.717
*
```

## Properties
- Relative energy (zero: lowest compared OMol25 entry of this formula, charge and spin): 2.060 eV
- E_LUMO: 4.572 eV
- E_tot: -2064.8002 a.u.

# 2
Molecular formula: C5H7ClN5
Method: DFT, ωB97M-V/def2-TZVPD

```
! wB97M-V def2-TZVPD RIJCOSX def2/J DEFGRID3
* xyz 1 1
C 0.680 2.486 0.968
C 1.599 2.252 -0.032
C -0.178 0.246 1.304
C 1.586 -0.097 -0.890
C -1.351 -1.095 -0.144
N -0.113 1.453 1.312
N 1.815 1.018 -0.536
N -2.000 -2.278 -0.192
N -1.137 -0.245 -1.016
N -0.577 -0.954 1.135
Cl 2.305 -1.568 -0.239
H 0.541 3.455 1.331
H 2.278 3.072 -0.302
H -2.455 -2.461 -1.040
H -2.425 -2.518 0.648
H -1.603 -0.299 -1.914
H 1.177 -0.675 -1.885
H -0.142 -1.792 1.492
*
```

## Properties
- Relative energy (zero: lowest compared OMol25 entry of this formula, charge and spin): 3.154 eV
- E_LUMO: -4.267 eV
- E_tot: -928.3370 a.u.

# 3
Molecular formula: C3H8O4S
Method: DFT, ωB97M-V/def2-TZVPD

```
! wB97M-V def2-TZVPD RIJCOSX def2/J DEFGRID3
* xyz -2 1
O -1.224 -1.705 2.212
C -0.623 -1.267 1.168
O -1.024 -1.160 -0.049
C 0.825 -0.863 1.512
C 1.836 -1.807 0.789
S 3.631 -1.665 0.994
H 0.672 -0.811 2.609
H 1.025 0.053 1.087
H 1.601 -2.843 1.050
H 1.638 -1.493 -0.268
H -1.777 2.924 -2.255
H -2.603 3.575 -3.360
O -1.914 3.687 -2.806
H -0.120 1.558 -1.249
H -0.913 0.408 -0.561
O -1.030 1.408 -0.872
*
```

## Properties
- Relative energy (zero: lowest compared OMol25 entry of this formula, charge and spin): 1.105 eV
- E_LUMO: 5.057 eV
- E_tot: -818.2463 a.u.

# 4
Molecular formula: C2H2ClF2NO
Method: DFT, ωB97M-V/def2-TZVPD

```
! wB97M-V def2-TZVPD RIJCOSX def2/J DEFGRID3
* xyz 0 1
C 1.291 -0.466 0.018
C -1.038 0.113 0.086
N 0.329 0.483 0.124
O 1.155 -1.638 0.099
F -1.405 -0.591 -1.060
F -1.293 -0.674 1.096
Cl -2.011 1.626 0.035
H 2.372 -0.150 -0.027
H 0.599 1.297 -0.371
*
```

## Properties
- Relative energy (zero: lowest compared OMol25 entry of this formula, charge and spin): 0.000 eV
- E_LUMO: 0.606 eV
- E_tot: -867.3338 a.u.